Record 1
Formula: C24H36LuP2Si
Source: the Open Molecules 2025 dataset
Level of theory: the ωB97M-V functional and the def2-TZVPD basis

Output
net charge: +1
E_LUMO: -3.53 eV

The geometry in XYZ format:
```
64
C24H36LuP2Si | the Open Molecules 2025 dataset | the ωB97M-V functional and the def2-TZVPD basis
C 0.7497 3.3321 0.5470
C -0.0963 4.1928 -0.2164
C -1.1992 4.5880 0.5990
H 0.1090 4.5676 -1.2204
C -1.0250 4.0065 1.8879
C 0.1954 3.2596 1.8631
H 0.6620 2.7807 2.7200
H 1.6936 2.8847 0.2168
H -1.9643 5.3167 0.3286
H -1.6467 4.2023 2.7641
Lu -1.3615 2.1315 0.2949
C -2.2373 -0.2663 -2.9550
H -3.2431 -0.5897 -2.6357
H -1.8502 -1.1001 -3.5929
H -2.2875 0.6374 -3.5917
Si 0.0950 -1.9799 -2.1584
C 1.9943 -1.6925 -2.2373
C 2.6917 -0.5061 -1.9359
H 2.2504 0.2675 -1.2994
C 3.9578 -0.2677 -2.4981
H 4.4783 0.6732 -2.2860
C 4.5505 -1.2164 -3.3477
H 5.5340 -1.0360 -3.7888
C 3.8804 -2.4194 -3.6269
H 4.2935 -3.1513 -4.3288
C 2.6557 -2.6747 -3.0192
H 2.1508 -3.6121 -3.2793
C -1.2116 -0.2755 -1.8142
C -0.5399 1.0497 -1.8534
H 0.5457 1.0787 -1.9211
C -1.4081 2.1617 -2.0656
H -1.0411 3.0327 -2.6281
C -2.7664 2.0715 -1.5645
H -3.5031 2.7933 -1.9032
C -3.1216 0.9371 -0.7479
H -4.1360 0.7897 -0.3477
C -2.1346 -0.1068 -0.6117
H -2.2446 -0.9456 0.0710
H -0.5739 -3.2432 -1.6830
H 0.3406 -2.7421 -3.3672
C 1.6571 -0.9885 1.1806
P 0.5257 -2.1926 0.4029
C 1.4924 -3.7285 0.6117
C -0.8569 -2.4885 1.6121
C -1.1660 -1.5980 2.8370
P -1.0014 0.2618 2.7231
C -2.5207 0.8524 3.5751
C 0.1976 0.4800 4.1120
H 1.9710 -1.2744 2.1919
H 1.2390 0.0215 1.2230
H 2.5617 -0.8935 0.5726
H 2.1619 -3.6815 1.4789
H 0.8264 -4.5872 0.7235
H 2.0989 -3.8969 -0.2808
H -1.7620 -2.5332 0.9941
H -0.7348 -3.5179 1.9982
H -2.2177 -1.7597 3.1359
H -0.5419 -1.9153 3.6908
H -2.4108 0.7259 4.6644
H -2.6850 1.9231 3.3644
H -3.3948 0.2838 3.2249
H -0.3467 0.5325 5.0648
H 0.9027 -0.3594 4.1480
H 0.7675 1.4047 3.9839
```

=====

Record 2
Formula: C20H22ClN3O2
Source: the Open Molecules 2025 dataset
Level of theory: the ωB97M-V functional and the def2-TZVPD basis

Output
SMILES string: Cc1cccc(C(=O)NCC(=O)N2CCN(c3ccc(Cl)cc3)CC2)c1
E_LUMO: 0.61 eV

The geometry in XYZ format:
```
48
C20H22ClN3O2 | the Open Molecules 2025 dataset | the ωB97M-V functional and the def2-TZVPD basis
C 6.5079 -0.8127 2.7601
C 6.0448 -1.1375 1.3726
C 6.6906 -2.1244 0.6340
C 6.2659 -2.4457 -0.6423
C 5.1925 -1.7790 -1.2037
C 4.5508 -0.7726 -0.4903
C 3.3980 -0.0863 -1.1333
O 2.6438 -0.6486 -1.9105
N 3.2436 1.2160 -0.7996
C 2.2069 2.0553 -1.3537
C 1.2243 2.5171 -0.2707
O 1.2824 3.6562 0.1579
N 0.3531 1.6103 0.2128
C 0.0904 0.2758 -0.2747
C -1.3184 0.2341 -0.8734
N -2.2882 0.6255 0.1281
C -3.5743 0.1087 0.0958
C -4.7078 0.9048 0.2877
C -5.9739 0.3521 0.3152
C -6.1351 -1.0109 0.1420
Cl -7.7214 -1.7048 0.1689
C -5.0292 -1.8232 -0.0523
C -3.7671 -1.2686 -0.0696
C -2.0384 1.9644 0.6127
C -0.6238 2.0231 1.1995
C 4.9764 -0.4648 0.7988
H 7.5139 -0.3952 2.7326
H 5.8478 -0.0920 3.2359
H 6.5398 -1.7135 3.3708
H 7.5272 -2.6493 1.0724
H 6.7703 -3.2210 -1.1994
H 4.8384 -2.0214 -2.1937
H 3.9051 1.6581 -0.1822
H 1.7116 1.4949 -2.1491
H 2.6545 2.9612 -1.7748
H 0.8186 -0.0438 -1.0170
H 0.1383 -0.4134 0.5763
H -1.5326 -0.7675 -1.2393
H -1.3583 0.9289 -1.7291
H -4.6139 1.9731 0.3996
H -6.8362 0.9840 0.4598
H -5.1563 -2.8869 -0.1788
H -2.9169 -1.9210 -0.1936
H -2.7474 2.2041 1.4050
H -2.1266 2.7133 -0.1905
H -0.3831 3.0409 1.5097
H -0.5606 1.3495 2.0603
H 4.4549 0.2833 1.3806
```

=====

Record 3
Formula: C14H18BCoN9OSSe
Source: the Open Molecules 2025 dataset
Level of theory: the ωB97M-V functional and the def2-TZVPD basis

Output
multiplicity: 2
E_LUMO (alpha / beta): 0.39 / 0.46 eV

The geometry in XYZ format:
```
46
C14H18BCoN9OSSe | the Open Molecules 2025 dataset | the ωB97M-V functional and the def2-TZVPD basis
Co -0.4619 -0.0286 -0.8303
C -0.1044 2.8167 -3.9729
C -0.6957 1.6652 -3.4435
N -0.0990 1.3237 -2.3083
N 0.8673 2.2291 -2.0818
C 0.8863 3.1390 -3.0678
B 1.8010 2.0369 -0.8634
N 0.9707 2.1478 0.4297
C 0.8914 3.1446 1.3225
C -0.0289 2.7890 2.2884
C -0.4791 1.5297 1.8854
N 0.1357 1.1462 0.7737
N 2.3415 0.5858 -0.9532
C 3.6088 0.1626 -1.0611
C 3.6006 -1.2091 -1.2098
C 2.2445 -1.5526 -1.1812
N 1.4979 -0.4660 -1.0176
H -0.3690 3.3386 -4.8752
H -1.5082 1.0693 -3.8276
H 1.6076 3.9389 -3.0620
H 2.7008 2.8328 -0.8856
H 1.5066 4.0230 1.2216
H -0.3518 3.3720 3.1328
H -1.2058 0.8843 2.3529
H 4.4244 0.8651 -1.0229
H 4.4436 -1.8679 -1.3219
H 1.7728 -2.5142 -1.2915
C 1.0191 -3.3963 1.6306
N -0.3352 -2.9482 1.9125
C -0.8805 -2.7936 3.1735
C -2.1525 -2.3861 3.0025
N -2.3707 -2.2948 1.6427
C -3.6396 -1.9539 1.0072
C -1.2482 -2.6242 0.9729
Se -1.0228 -2.6732 -0.8736
H 1.4358 -3.8216 2.5399
H 1.6343 -2.5620 1.2978
H 0.9936 -4.1481 0.8456
H -0.3167 -2.9904 4.0672
H -2.9184 -2.1608 3.7223
H -4.2837 -1.4942 1.7527
H -4.1069 -2.8544 0.6113
H -3.4555 -1.2554 0.1957
O -2.9130 2.9449 -0.8705
S -3.1796 1.5286 -1.0928
N -2.2575 0.4817 -0.6670
```

=====

Record 4
Formula: C14H27N2O2S
Source: the Open Molecules 2025 dataset
Level of theory: the ωB97M-V functional and the def2-TZVPD basis

Output
SMILES string: CCCS(=O)(=O)N1CC[NH+](C[C@H]2CC=CCC2)CC1
net charge: +1
E_LUMO: -2.25 eV

The geometry in XYZ format:
```
46
C14H27N2O2S | the Open Molecules 2025 dataset | the ωB97M-V functional and the def2-TZVPD basis
C -5.9762 -1.3512 -0.1134
C -4.5816 -0.9591 0.3655
C -3.5479 -1.1401 -0.7299
S -1.9295 -0.7343 -0.0660
O -0.9050 -0.8329 -1.0971
O -1.6634 -1.4229 1.1527
N -2.0437 0.9289 0.3198
C -1.7422 1.8192 -0.7833
C -0.2638 2.2580 -0.7636
N 0.5427 1.1869 -0.1436
C 1.9955 1.3420 -0.3882
C 2.8335 0.1657 0.1205
C 2.3786 -1.1665 -0.4816
C 3.3757 -2.2553 -0.2013
C 4.6135 -2.0309 0.2030
C 5.1766 -0.6609 0.4155
C 4.3030 0.4024 -0.2452
C 0.2082 1.0878 1.2986
C -1.3081 1.2831 1.5131
H -6.6960 -1.2129 0.6875
H -6.2806 -0.7385 -0.9580
H -5.9991 -2.3942 -0.4170
H -4.2942 -1.5763 1.2178
H -4.5778 0.0837 0.6879
H -3.7145 -0.4855 -1.5807
H -3.4841 -2.1726 -1.0679
H -1.9640 1.2845 -1.7072
H -2.3922 2.6970 -0.7228
H 0.0846 2.4363 -1.7813
H -0.1289 3.1734 -0.1825
H 0.2244 0.2888 -0.6023
H 2.3267 2.2720 0.0829
H 2.1407 1.4321 -1.4676
H 2.7693 0.1055 1.2108
H 2.2620 -1.0675 -1.5662
H 1.4096 -1.4776 -0.0811
H 3.0187 -3.2618 -0.3574
H 5.2802 -2.8552 0.4047
H 5.2568 -0.4699 1.4902
H 6.1876 -0.6144 0.0078
H 4.6213 1.3963 0.0741
H 4.4178 0.3399 -1.3284
H 0.4951 0.0979 1.6537
H 0.7740 1.8466 1.8440
H -1.6510 0.6351 2.3185
H -1.5521 2.3174 1.7649
```

=====

Record 5
Formula: C20H42Cl6F4N3O14PtS4
Source: the Open Molecules 2025 dataset
Level of theory: the ωB97M-V functional and the def2-TZVPD basis

Output
multiplicity: 4
E_LUMO (alpha / beta): 0.05 / -1.23 eV

The geometry in XYZ format:
```
94
C20H42Cl6F4N3O14PtS4 | the Open Molecules 2025 dataset | the ωB97M-V functional and the def2-TZVPD basis
C -3.5589 -3.6677 0.7755
C -2.8303 -2.4826 1.4272
C -3.0927 -2.2527 2.9755
N -2.1857 -1.1321 3.6393
C -2.4643 0.2126 2.9285
C -1.8777 1.4005 3.7032
C -2.4172 1.3998 5.1404
C -2.1902 0.0845 5.9296
C -2.6593 -1.1704 5.1265
C -0.6667 -1.4858 3.6261
H -3.3883 -3.7854 -0.2946
H -4.6353 -3.6092 0.9371
H -3.1933 -4.5597 1.2841
H -3.2148 -1.5944 0.9260
H -1.7553 -2.5279 1.2525
H -2.8900 -3.1274 3.5934
H -4.1281 -1.9810 3.1807
H -3.5361 0.2051 2.7302
H -2.0452 0.0960 1.9291
H -2.1329 2.3745 3.2856
H -0.8148 1.1601 3.7264
H -3.5066 1.4197 5.1082
H -2.1913 2.3733 5.5756
H -2.7359 0.0391 6.8721
H -1.1529 0.0027 6.2542
H -3.7402 -1.0359 5.1666
H -2.3953 -2.1109 5.6101
H -0.4605 -2.5405 3.8085
H -0.2881 -0.8217 4.4031
H -0.3187 -1.1517 2.6487
Pt 2.7368 -1.7285 -2.1706
N 0.3764 0.8377 1.2119
S 0.8798 2.2010 0.8921
O -0.0818 3.2583 0.4703
O 2.2502 2.3599 0.3907
F 1.0278 2.5641 2.4411
S 0.4608 0.2757 -0.3343
O 1.7632 -0.2470 -0.7734
O -0.4087 0.9068 -1.2984
F -0.3435 -1.1016 -0.1070
N 2.0262 -3.1062 -0.8487
S 0.9111 -4.1523 -0.9651
O -0.4588 -3.6284 -0.8107
O 1.1734 -5.5504 -0.5894
F 1.0457 -4.0969 -2.5544
S 2.2902 -3.4997 0.7819
O 3.4997 -4.2918 0.9852
O 1.0966 -3.5406 1.6610
F 2.8452 -2.0238 1.1236
C 2.7600 -0.0491 3.3039
Cl 2.3568 -1.5549 4.2375
Cl 3.9038 0.9630 4.2109
H 3.2012 -0.1885 2.3170
H 1.8021 0.4567 3.1828
C -3.2890 2.2905 0.1139
Cl -4.6058 3.1132 1.0584
Cl -3.6041 0.6309 -0.4542
H -3.1627 2.8585 -0.8078
H -2.3598 2.3359 0.6820
C 0.2243 5.9863 3.2565
Cl -1.3470 5.1420 3.6072
Cl 0.0481 7.4655 2.3648
H 0.7954 6.2029 4.1593
H 0.7616 5.2724 2.6322
C -0.6280 -1.3972 -7.6969
C 0.0984 -2.4456 -6.8223
O 0.7639 -1.8019 -5.7295
C 0.3203 -1.5615 -4.4255
O 0.9831 -1.1485 -3.4801
O -0.9615 -1.8204 -4.4052
C -1.7060 -1.5969 -3.2218
H -1.4430 -0.9387 -7.1368
H -1.1181 -1.7401 -8.6081
H 0.0385 -0.5843 -7.9850
H 0.8391 -2.9429 -7.4487
H -0.5664 -3.2265 -6.4531
H -1.0643 -1.3310 -2.3818
H -2.2835 -2.4624 -2.8970
H -2.2856 -0.6745 -3.2554
C 6.2247 3.1306 -4.3682
C 5.4196 2.0329 -3.7264
O 4.0473 2.4927 -3.5958
C 3.1631 1.5496 -3.0720
O 3.4762 0.3825 -2.7712
O 1.9245 2.0427 -2.9773
C 1.5556 3.4270 -3.2205
H 6.0140 4.0820 -3.8798
H 6.0061 3.2383 -5.4306
H 7.3002 2.9541 -4.3560
H 5.9621 1.7245 -2.8327
H 5.5246 1.2015 -4.4234
H 1.6336 4.1224 -2.3848
H 0.5335 3.3635 -3.5939
H 2.1196 3.8343 -4.0596
```

=====

Record 6
Formula: H8O4
Source: the Open Molecules 2025 dataset
Level of theory: the ωB97M-V functional and the def2-TZVPD basis

Output
SMILES string: O.O.O.O
E_LUMO: 0.58 eV

The geometry in XYZ format:
```
12
H8O4 | the Open Molecules 2025 dataset | the ωB97M-V functional and the def2-TZVPD basis
O 0.6754 2.5620 -0.7134
H -0.1541 2.3597 -1.2245
H 0.2700 3.2845 -0.2336
O -0.0320 -1.6715 2.2548
H -0.7474 -2.1110 1.7689
H -0.4763 -0.8402 2.4267
O -1.2594 -0.6347 -1.6298
H -1.0499 -0.5841 -2.5315
H -0.4612 -0.6419 -1.1765
O 0.9960 -0.6188 -0.0092
H 0.9064 -1.2679 0.7001
H 1.3325 0.1641 0.3681
```

=====

Record 7
Formula: C14H36ClF6NNiO14S2
Source: the Open Molecules 2025 dataset
Level of theory: the ωB97M-V functional and the def2-TZVPD basis

Output
multiplicity: 3
E_LUMO (alpha / beta): -0.53 / -2.12 eV

The geometry in XYZ format:
```
75
C14H36ClF6NNiO14S2 | the Open Molecules 2025 dataset | the ωB97M-V functional and the def2-TZVPD basis
Ni 2.2262 -0.4822 0.0913
Cl -0.3518 0.3066 -0.1271
O -1.3199 -0.3259 -0.9652
O 0.8714 0.6051 -0.8972
O -0.8579 1.4513 0.5321
O 0.1430 -0.6584 0.8595
C 6.1786 0.3824 0.1165
F 6.1316 1.6623 -0.2271
F 7.4093 -0.0755 0.0373
F 5.7087 0.2505 1.3555
S 5.0996 -0.6600 -1.0401
O 5.8511 -0.9090 -2.2067
O 4.7505 -1.8287 -0.2667
N 3.6098 0.1559 -1.1158
S 3.7201 1.2754 -2.2843
O 2.8820 2.3842 -1.9413
O 5.0363 1.6325 -2.6961
C 2.9383 0.4478 -3.7558
F 1.6564 0.2333 -3.5314
F 3.1452 1.2208 -4.8082
F 3.5087 -0.7427 -3.9716
C 1.9916 3.2222 1.1913
C 3.0974 2.1849 1.3363
O 2.5106 0.8832 1.5763
H 1.3054 3.2066 2.0383
H 1.4705 3.0636 0.2501
H 2.4792 4.1998 1.1934
H 3.6803 2.4607 2.2251
H 3.8373 2.3165 0.5539
H 2.0809 1.0168 2.4478
C -4.7473 0.0520 1.1859
C -3.8308 -0.1591 2.3607
O -4.5195 0.2758 3.5537
H -5.5729 -0.6588 1.2343
H -4.2239 -0.0629 0.2337
H -5.1780 1.0540 1.1445
H -2.8822 0.3844 2.3147
H -3.5866 -1.2242 2.4440
H -4.1982 -0.2836 4.2657
C -1.3687 0.7158 -6.0061
C -1.1163 0.9717 -4.5402
O -0.9653 -0.2887 -3.8704
H -1.7844 1.5742 -6.5323
H -2.0769 -0.1118 -6.0988
H -0.4778 0.3849 -6.5434
H -1.9828 1.4830 -4.1070
H -0.1923 1.5388 -4.3853
H -1.0317 -0.0967 -2.9279
C -0.5429 0.9347 3.9637
C 0.6188 0.6416 4.8847
O 1.8579 0.9174 4.2073
H -0.5181 1.9678 3.6158
H -1.4811 0.7095 4.4662
H -0.4506 0.3143 3.0681
H 0.6019 -0.4117 5.1857
H 0.5496 1.2213 5.8101
H 2.5675 0.6633 4.8048
C -4.3331 -1.1355 -3.3163
C -5.5962 -0.6586 -2.6355
O -6.6987 -1.3841 -3.1764
H -3.4709 -0.5562 -2.9910
H -4.3869 -1.0893 -4.4037
H -4.2318 -2.1880 -3.0499
H -5.7692 0.4181 -2.7357
H -5.5012 -0.8426 -1.5608
H -7.3028 -1.5949 -2.4611
C 0.0891 -3.0121 3.6667
C 0.1796 -3.8083 2.3818
O 1.5415 -4.1481 2.0676
H -0.9653 -2.7863 3.8629
H 0.5416 -2.0193 3.6003
H 0.5194 -3.5651 4.5003
H -0.2659 -3.2695 1.5475
H -0.3400 -4.7627 2.5039
H 1.7331 -4.9846 2.4970
```

=====

Record 8
Formula: C4H9NS
Source: the Open Molecules 2025 dataset
Level of theory: the ωB97M-V functional and the def2-TZVPD basis

Output
SMILES string: C=NSCCC
E_LUMO: 1.08 eV

The geometry in XYZ format:
```
15
C4H9NS | the Open Molecules 2025 dataset | the ωB97M-V functional and the def2-TZVPD basis
C 2.9557 -0.0812 -0.2102
N 1.8598 0.4832 0.0375
S 0.5273 -0.5266 0.0812
C -0.7286 0.7703 0.3893
C -2.0288 0.6891 -0.3504
C -2.6280 -0.6843 -0.0371
H 2.9788 -1.1954 -0.2002
H 3.8587 0.5158 -0.3214
H -0.0392 1.5745 0.1485
H -0.9250 0.7836 1.4822
H -1.7595 0.8540 -1.4527
H -2.6122 1.5259 -0.2083
H -1.8688 -1.4446 0.0190
H -3.0811 -0.7048 0.9154
H -3.4284 -1.0300 -0.6930
```